Record 1
{"formula": "C8H18F12N3O6P2", "method": "ωB97M-V/def2-TZVPD", "species": ["C", "O", "C", "N", "C", "F", "C", "F", "H", "H", "H", "O", "O", "F", "H", "H", "F", "F", "H", "F", "H", "H", "O", "C", "N", "P", "O", "H", "F", "H", "F", "H", "H", "P", "H", "C", "H", "H", "H", "F", "N", "H", "F", "H", "F", "C", "F", "O", "C"], "xyz": [[-0.458459, 3.821686, -2.996860], [-1.248945, -0.667386, 2.129885], [2.799599, -1.305269, -2.383701], [-0.692852, -1.127810, 1.116562], [2.208951, 1.489063, -0.368261], [-1.041043, 0.422765, 3.478988], [0.723470, 2.965324, -2.601042], [-2.649040, 0.399853, 0.472511], [0.716415, -2.120768, -2.390285], [-0.218939, 1.671740, -1.097572], [-0.091747, -0.608298, -0.757995], [0.431366, -0.759235, 0.754820], [-1.379671, -1.966438, 0.491056], [-3.793638, 0.008679, 2.499800], [1.440575, -0.717440, 0.119026], [1.501012, 1.837696, 0.383658], [1.223733, -0.090585, 3.584971], [0.241112, 1.064701, 5.241453], [1.663692, -2.561780, -0.979738], [-0.220700, -1.672947, 3.581306], [-1.059931, 3.341787, -3.768878], [3.649827, -1.423024, -1.711877], [-1.465331, -2.765806, 3.044276], [2.471762, 0.167324, -2.688159], [1.543400, 0.675672, -1.548069], [-0.048861, -0.367438, 4.550601], [-1.843202, -3.671401, 1.114861], [2.976614, 0.847221, 0.063958], [-5.124842, -1.498236, 1.493153], [1.884544, 0.286253, -3.598715], [0.927002, -1.210915, 5.490516], [1.507242, 2.901930, -3.355879], [2.728449, 2.396849, -0.675114], [-3.859128, -0.555574, 0.938717], [-0.086033, 4.770422, -3.383261], [0.992329, -0.624874, -0.870217], [3.350888, 0.811606, -2.700810], [-1.084937, 4.134057, -2.161369], [1.238772, 3.630525, -1.908171], [-2.925058, -1.701267, 1.374528], [-1.165922, -3.550120, 2.161383], [2.975001, -1.920499, -3.266214], [-1.407875, -0.685111, 5.412732], [-0.250115, 1.076002, -2.775893], [-3.928969, -1.367580, -0.503301], [1.498990, -1.774371, -1.715238], [-4.833172, 0.648926, 0.507446], [-0.169275, -4.236491, 2.221438], [0.352938, 1.580582, -2.021023]], "atomic_forces_ev_per_a": [[-0.2, 0.1, -0.7], [2.9, -1.2, -8.7], [-1.2, 0.2, 0.2], [-8.7, -1.8, 4.3], [0.6, -0.6, -1.3], [1.6, 5.0, 7.8], [0.8, 0.2, 1.2], [-0.1, 0.5, -1.0], [0.2, -0.1, -0.5], [-0.3, 0.0, -0.2], [-0.1, 0.9, -2.5], [-1.6, -0.9, 9.7], [9.6, 3.4, -7.0], [-0.5, 1.1, -0.9], [4.3, 0.7, -2.0], [-0.4, -0.9, -0.1], [1.7, 1.5, -0.2], [0.2, 0.0, 1.6], [0.0, -0.3, -0.2], [5.4, 4.2, 6.0], [-0.3, 0.1, 0.0], [0.0, 0.2, 0.0], [-5.2, -6.4, -1.4], [0.1, 0.8, 1.1], [-0.1, 2.6, -0.8], [-2.2, -0.8, -5.5], [-1.6, -4.7, 1.0], [-0.4, -0.2, 0.2], [-1.2, 0.8, -1.0], [0.1, -0.1, 0.0], [0.0, 0.2, 1.9], [-0.4, -0.3, -0.7], [-0.1, 0.0, -0.9], [0.8, -2.8, 3.1], [0.1, 0.0, -0.3], [2.1, 0.0, -5.8], [0.1, 0.1, -0.3], [-0.1, -0.6, 0.1], [0.1, -0.5, 0.8], [-7.3, 0.8, 2.6], [-3.7, -0.2, -0.5], [0.2, 0.3, -0.3], [1.4, 0.0, 0.7], [0.1, -0.5, 0.2], [-1.0, 1.7, -0.7], [-0.3, -0.4, 0.5], [-1.1, -0.1, -0.5], [4.3, -2.4, 1.0], [1.2, 0.1, 0.2]], "mulliken_charge": [-1.430, -0.631, -0.640, 0.888, -1.155, -0.357, -0.331, -0.379, 0.372, 0.459, -0.134, -0.530, -0.683, -0.410, 0.194, 0.360, -0.425, -0.389, 0.403, -0.298, 0.344, 0.315, -0.524, -0.855, 0.758, 1.350, -0.630, 0.508, -0.445, 0.344, -0.408, 0.399, 0.311, 1.235, 0.421, -0.145, 0.329, 0.335, 0.234, -0.048, 1.189, 0.422, -0.420, 0.459, -0.433, -0.722, -0.401, -0.888, -0.917], "e_tot_ha": -2811.8208, "charge": -3}


Record 2
{"formula": "C8H18F3I2O4P2SSc", "method": "ωB97M-V/def2-TZVPD", "species": ["H", "H", "I", "C", "F", "H", "O", "H", "H", "C", "F", "H", "H", "H", "C", "H", "H", "S", "H", "C", "F", "O", "H", "C", "H", "C", "H", "H", "H", "Sc", "P", "H", "P", "C", "O", "H", "C", "I", "O"], "xyz": [[2.755698, -2.416112, 1.987855], [-2.825453, 2.157781, -3.773380], [0.949741, -0.242254, -2.910081], [-1.267876, -1.930721, -0.461964], [-2.999725, -2.115561, 1.688681], [-3.797188, 2.828684, -1.779421], [0.048593, -2.144241, 2.070473], [4.475709, -1.856629, 2.267329], [-1.565531, 0.901916, -4.104375], [-3.068289, 2.458270, -1.035250], [-2.447411, -3.062056, 3.579997], [3.895879, 1.163750, -0.731429], [3.956371, -0.509442, -1.249597], [2.926333, 0.576223, 3.203198], [3.497016, 0.882388, 2.319783], [-3.136421, -0.902669, -2.717840], [4.002588, -2.543758, 0.655377], [-0.708399, -1.113146, 2.871035], [-4.303872, 0.471537, -2.606731], [-2.506598, -1.891459, 2.923402], [-3.347292, -1.040792, 3.543612], [-1.126037, 0.115327, 1.964222], [-3.612415, 2.118978, -0.149444], [3.651868, -1.956632, 1.530778], [5.281673, 0.136167, -0.212633], [-3.509188, -0.085554, -2.084924], [-3.887712, -0.477450, -1.124893], [4.576396, 0.881947, 2.602508], [-2.381562, 3.267517, -0.744789], [-0.082867, -0.100428, 0.186720], [3.284192, -0.281125, 0.987147], [-1.068201, 2.481287, -3.435048], [-2.129811, 1.036580, -1.745171], [-1.868233, 1.727243, -3.445729], [1.782143, -0.287291, 0.641260], [3.196774, 1.869258, 1.977837], [4.221083, 0.165262, -0.429588], [0.858657, 2.651899, -1.431336], [-1.720633, -2.934694, -0.827589]], "atomic_forces_ev_per_a": [[0.5, 0.3, -0.2], [0.4, -0.1, 0.1], [0.4, 2.0, 1.1], [-2.2, -5.6, -2.0], [0.6, 0.2, 0.3], [0.4, -0.2, 0.3], [-0.7, 1.6, -0.5], [-0.4, -0.4, -0.3], [-0.2, 0.4, 0.0], [0.2, 0.0, 0.2], [0.0, 1.1, -0.5], [0.3, 0.1, 0.0], [0.2, -0.1, 0.2], [0.0, 0.0, -0.2], [1.1, -0.3, 0.2], [-0.4, 0.1, 0.2], [-0.2, 0.2, 0.6], [-1.2, -1.0, 0.5], [0.2, -0.3, 0.2], [-0.4, 0.0, 0.7], [0.9, -0.7, -0.4], [1.2, -0.7, -1.4], [0.1, 0.1, 0.0], [0.7, 0.2, -0.1], [0.2, 0.0, -0.1], [0.0, -0.3, 0.1], [0.0, 0.0, -0.5], [-0.7, 0.2, -0.2], [-0.3, -0.2, -0.1], [-0.6, 0.9, 0.9], [-0.3, -1.0, 1.2], [-0.5, -0.2, -0.2], [-1.0, 0.9, 0.1], [0.5, -0.5, 0.3], [-1.0, 0.5, -0.8], [0.0, 0.1, 0.1], [-0.3, 0.2, -0.5], [0.6, -2.1, -0.8], [1.9, 4.7, 1.7]], "mulliken_charge": [0.279, 0.407, 0.164, 0.516, -0.210, 0.415, -0.547, 0.414, 0.387, -1.203, -0.193, 0.296, 0.287, 0.340, -1.110, 0.354, 0.369, 0.495, 0.441, 0.640, -0.197, -0.535, 0.402, -1.051, 0.413, -1.333, 0.395, 0.428, 0.327, 0.776, 0.821, 0.410, 0.524, -1.201, -0.104, 0.351, -0.969, 0.146, -0.141], "e_tot_ha": -3352.7643, "charge": 2}


Record 3
{"formula": "C8H18F6NO8S2V", "method": "ωB97M-V/def2-TZVPD", "species": ["F", "S", "H", "O", "V", "O", "C", "O", "C", "C", "F", "H", "H", "H", "F", "H", "H", "F", "C", "H", "H", "H", "O", "C", "S", "H", "F", "O", "H", "C", "N", "H", "O", "C", "C", "F", "H", "H", "O", "H", "H", "H", "H", "O"], "xyz": [[-0.877137, 1.220533, 3.002892], [1.062513, 1.990123, 1.273052], [-2.248307, 2.761843, -2.038418], [2.379973, 0.093653, -1.689978], [-0.499067, -0.556387, -0.724078], [2.029563, 1.753113, 2.342712], [1.014953, -3.218897, -2.480208], [3.492723, 1.663043, -0.092238], [-3.659327, -0.426117, -0.236848], [-0.732207, 2.140553, 2.162342], [4.461153, -1.160277, 0.365842], [0.997263, -0.988267, 3.199012], [0.479833, 3.230243, -3.191688], [0.772073, -3.942757, -3.258118], [2.514753, -2.042907, 0.366882], [-4.500107, -1.067307, 0.027832], [-4.018857, 0.428433, -0.810068], [3.162773, -0.778567, 1.990692], [-0.605907, 3.284603, -3.112248], [-1.331947, 0.674313, -3.031768], [0.982853, -2.718207, 3.541392], [1.402083, -3.814697, -1.653618], [1.182343, 3.213513, 0.477472], [-0.656377, -2.060667, 2.226112], [2.520243, 0.534933, -0.295888], [1.829343, -2.563407, -2.788728], [-1.596567, 2.267493, 1.168482], [-0.986877, 1.017043, -2.204078], [-1.026407, 3.001913, -4.077328], [-1.211187, 2.431943, -2.098778], [0.839143, 0.666503, 0.398712], [-0.824077, 4.318343, -2.844118], [-0.214447, -2.452117, -2.207388], [3.199573, -0.938067, 0.672092], [0.349453, -1.850597, 3.356572], [-0.500267, 3.311153, 2.875012], [-3.288327, 0.006393, 0.692342], [-1.191617, -2.991237, 2.414922], [-2.698297, -1.173707, -0.942878], [-1.420447, -1.283697, 2.201442], [-0.236037, -1.637957, 4.251052], [0.543603, -2.865567, 0.935862], [-0.818877, 2.651993, -1.105918], [-0.073557, -2.130257, 0.941642]], "atomic_forces_ev_per_a": [[-1.7, -2.4, 1.5], [-1.2, 2.0, 1.9], [-0.6, -0.9, 0.0], [-0.3, 0.1, 2.4], [-2.0, -3.3, -2.2], [-1.2, 0.4, -0.8], [-2.5, 1.7, 0.3], [-2.8, -3.2, 0.1], [1.1, -0.9, -0.8], [5.5, 3.3, -2.5], [0.5, 0.3, -0.7], [-0.1, 0.0, -0.2], [0.1, -0.3, 0.1], [0.2, -0.1, -0.4], [0.0, 0.3, -0.2], [-0.5, 0.0, 0.1], [-0.4, 0.4, -0.3], [-0.4, 0.3, -0.1], [1.2, 0.4, -1.3], [-0.2, -0.4, -0.1], [-0.1, -0.1, -0.1], [0.0, -0.1, 0.7], [-0.4, -1.3, 0.9], [0.0, -0.3, 0.5], [1.0, 1.6, -2.1], [0.3, 0.1, -0.3], [-0.9, -0.1, 1.3], [0.0, 0.5, -0.3], [0.0, 0.5, -0.3], [-0.1, -0.4, 2.4], [3.8, 0.6, -0.8], [-0.3, 0.1, -0.3], [2.0, 0.1, 0.8], [-0.1, -0.5, 0.6], [-0.3, 0.5, -0.1], [-1.4, -0.8, -0.9], [0.2, 0.2, 0.6], [-0.2, -0.1, 0.0], [1.4, 1.3, 1.1], [0.2, 0.1, -0.1], [0.1, -0.1, 0.2], [0.0, 0.0, -0.5], [0.2, 0.2, -0.1], [-0.1, 0.5, -0.1]], "lowdin_spin": [0.002, 0.010, 0.000, 0.006, 2.803, 0.002, -0.001, 0.001, 0.008, 0.003, 0.000, 0.000, 0.000, 0.000, 0.001, 0.000, 0.001, 0.000, 0.000, 0.002, 0.000, 0.000, 0.004, 0.006, 0.005, 0.000, 0.007, 0.028, 0.000, 0.003, 0.033, 0.000, 0.039, 0.001, 0.000, 0.000, 0.003, 0.000, 0.007, 0.004, 0.000, 0.001, 0.001, 0.020], "e_tot_ha": -3311.7828, "charge": -1, "spin_multiplicity": 4, "s_squared": 3.76}